No. 1
A single C3H7NO2 molecule at a distorted geometry. Source: the OMol25 dataset; level of theory: ωB97M-V/def2-TZVPD.

Positions of all 13 atoms, in Å:
O 0.19555 0.10476 -0.85631
O -1.45403 -1.20722 -0.02510
N -1.31549 0.96736 0.48866
C -0.95094 -0.14080 -0.17846
C 1.87842 -0.55838 0.52876
C 1.35331 0.60471 -0.19065
H 1.06115 1.50575 0.26260
H 1.18243 -1.00439 1.25201
H 2.63875 -0.11320 1.18448
H -2.23228 0.81842 0.98301
H -1.06533 1.85856 0.19520
H 2.05900 -1.32156 -0.16294
H 1.94789 0.87145 -1.04159

Results
Multiplicity: 1
Kohn-Sham gap (eV): 11.200
ΔE to the lowest compared entry with this formula, charge and spin (kcal/mol): 31.1
E_LUMO (eV): 0.85
SMILES: CCOC(N)=O
HOMO (eV): -10.351
Calculated total energy (eV): -8809.1817

---

No. 2
A molecular structure, C3H7NO2 at a distorted geometry. Source: the OMol25 dataset; level of theory: ωB97M-V/def2-TZVPD.

Positions of all 13 atoms, in Å:
O 0.97036 -0.85111 -0.59171
O -1.27221 1.44231 0.80982
N -0.27736 0.43861 0.89787
C -0.03626 0.04514 -0.29075
C 1.65705 -1.32749 0.50576
C -0.98541 0.25650 -1.39344
H -0.32280 1.20882 -2.27786
H 2.07916 -0.47590 1.25874
H -1.52179 1.62764 1.81644
H 0.97294 -2.15327 1.08667
H -1.21338 -0.99095 -2.09333
H 2.63570 -1.82618 0.03745
H -2.08569 0.96510 -0.78748

Results
Multiplicity: 1
Kohn-Sham gap (eV): 9.965
ΔE to the lowest compared entry with this formula, charge and spin (kcal/mol): 176.5
E_LUMO (eV): 0.64
HOMO (eV): -9.324
Calculated total energy (eV): -8802.8752

---

No. 3
A single C3H7NO2 molecule. Source: the OMol25 dataset; level of theory: ωB97M-V/def2-TZVPD.

Positions of all 13 atoms, in Å:
O 0.93439 0.73566 -0.96913
O -1.64436 -0.79558 1.05407
N -1.58296 1.04173 -0.48064
C -0.86528 -0.19278 0.31941
C 1.44439 -0.99856 0.72153
C 0.45539 -0.10478 0.06384
H 1.87117 -1.72423 0.01191
H -1.59237 1.72778 0.28547
H 0.96499 -1.56553 1.52533
H 1.29337 0.14685 -1.65040
H -1.03137 1.40486 -1.27253
H -2.52567 0.75263 -0.75676
H 2.27830 -0.42805 1.14789

Results
Multiplicity: 1
Kohn-Sham gap (eV): 7.467
ΔE to the lowest compared entry with this formula, charge and spin (kcal/mol): 58.9
E_LUMO (eV): 0.40
SMILES: C/C(O)=C(/[NH3+])[O-]
HOMO (eV): -7.066
Calculated total energy (eV): -8807.9741

---

> Among the records above, which one has the lowest E_LUMO?

number 3